(1)
# C32H25Br2F5N5OSTi

C32H25Br2F5N5OSTi as an isolated structure (ωB97M-V with the def2-TZVPD basis set, the OMol25 dataset).

Each line ends with the Löwdin charge.
Element x y z (Å)
Ti -0.32 -1.17 -1.48  0.5522
F 6.05 -0.85 -4.28  0.1557
C 4.87 -0.51 -3.79  -0.1254
C 4.40 -1.10 -2.64  -0.1343
F 5.12 -2.02 -2.02  0.1439
C 3.16 -0.74 -2.14  -0.2496
F 2.71 -1.36 -1.04  0.0297
C 2.36 0.21 -2.77  -0.4676
S 0.83 0.76 -2.11  0.7801
C 2.86 0.79 -3.93  -0.2397
F 2.13 1.69 -4.59  0.0916
C 4.10 0.44 -4.45  -0.1348
F 4.54 1.01 -5.56  0.1435
Br -3.35 -5.34 3.96  0.7831
C -3.03 -4.40 2.35  -0.6861
C -3.15 -3.02 2.33  -0.1049
C -2.90 -2.32 1.16  -0.0206
C -2.55 -3.02 0.01  -0.2850
C -2.45 -4.40 0.03  -0.0264
C -2.69 -5.10 1.21  -0.1000
N -2.21 -2.32 -1.20  -0.0375
C -2.92 -2.52 -2.22  -0.0476
C -2.52 -1.94 -3.50  -0.2477
C -3.26 -2.13 -4.65  0.0212
C -2.80 -1.57 -5.83  -0.0130
C -1.62 -0.85 -5.81  -0.0024
C -0.93 -0.70 -4.61  -0.0861
N -1.37 -1.24 -3.47  -0.0322
H -3.43 -2.49 3.23  0.1123
H -2.98 -1.25 1.15  0.1076
H -2.14 -4.93 -0.86  0.1182
H -2.60 -6.17 1.23  0.1120
H -3.84 -3.11 -2.17  0.1596
H -4.17 -2.70 -4.62  0.1288
H -3.35 -1.69 -6.75  0.1245
H -1.21 -0.39 -6.70  0.1237
H -0.02 -0.13 -4.56  0.0913
C -1.77 0.35 -1.03  -0.2378
H -1.27 1.19 -0.55  -0.0138
H -2.57 0.00 -0.38  -0.0020
H -2.21 0.72 -1.96  0.0205
Br 0.55 -3.35 -2.18  0.2987
C 1.24 6.94 1.56  -0.0442
C 1.18 5.75 2.48  -0.2698
C 2.26 4.88 2.61  -0.0327
C 2.20 3.80 3.49  -0.0237
C 1.05 3.56 4.22  -0.2743
N 0.99 2.44 5.10  0.1319
C 0.83 1.13 4.73  -0.5103
O 0.75 0.22 5.53  0.0706
N 0.77 0.94 3.35  0.1568
C 0.61 -0.28 2.71  -0.1684
C 0.73 -1.53 3.32  0.0563
C 0.57 -2.66 2.54  -0.0064
C 0.30 -2.55 1.19  -0.1462
N 0.16 -1.35 0.60  -0.0591
C 0.33 -0.25 1.35  -0.0568
C -0.04 4.41 4.09  -0.0115
C 0.03 5.50 3.23  -0.0342
H 2.14 6.92 0.95  0.0765
H 1.23 7.86 2.13  0.0887
H 0.38 6.96 0.89  0.0833
H 3.16 5.06 2.05  0.1145
H 3.05 3.14 3.61  0.1227
H 0.96 2.58 6.10  0.1609
H 0.78 1.76 2.78  0.1322
H 0.94 -1.59 4.37  0.1153
H 0.67 -3.65 2.98  0.1259
H 0.19 -3.42 0.56  0.0632
H 0.23 0.70 0.84  0.0964
H -0.94 4.22 4.67  0.1193
H -0.82 6.16 3.14  0.1191

Total energy = -8478.37424 a.u.
Charge = +1
Strongest force on any atom = 0.4 eV/A
Orbital gap = 7.27 eV

---

(2)
# C5H9NOS

One molecule with the formula C5H9NOS at a distorted geometry (ωB97M-V with the def2-TZVPD basis set, the OMol25 dataset).

Each line ends with the natural charge from an NBO analysis.
Element x y z (Å)
C 0.51 1.85 -1.68  -0.6341
C 0.94 0.56 -1.02  -0.3048
C 0.98 0.70 0.46  -0.2399
N -0.27 0.46 1.04  -0.4700
C -0.09 0.12 2.51  -0.4407
C -0.69 -0.75 0.27  0.4436
O -1.54 -1.41 0.86  -0.5791
S -0.13 -0.96 -1.31  0.2786
H 1.54 2.43 -1.89  0.2257
H -0.08 2.38 -0.93  0.2271
H -0.09 1.45 -2.57  0.2310
H 1.92 0.17 -1.31  0.2280
H 1.38 1.81 0.62  0.1940
H 1.89 0.21 0.94  0.1877
H -0.30 1.06 3.13  0.2167
H 1.11 -0.40 2.69  0.1787
H -0.93 -0.63 2.91  0.2574

Total energy = -724.02599 a.u.
Charge = 0
Strongest force on any atom = 5.8 eV/A
Orbital gap = 10.25 eV